(1)
Density functional theory data (ωB97M-V/def2-TZVPD) for C24H26BrN6O4S3Ti as an isolated structure in a non-equilibrium geometry.

CARTESIAN COORDINATES (ANGSTROEM)
Ti  0.191  -0.147  -0.182
O  3.539  -2.599  -3.782
C  2.865  -1.662  -4.506
C  3.092  -1.607  -5.874
C  2.437  -0.662  -6.646
C  1.548  0.231  -6.064
C  1.331  0.182  -4.694
C  1.987  -0.752  -3.907
C  1.811  -0.789  -2.404
O  0.959  0.171  -1.902
N  1.348  -2.167  -2.068
N  0.517  -2.154  -0.915
C  0.453  -3.283  -0.328
C  -0.476  -3.600  0.746
Br  -2.239  -2.908  0.560
C  -0.179  -4.391  1.775
C  1.184  -4.861  2.044
C  1.396  -6.162  2.509
C  2.679  -6.623  2.738
C  3.771  -5.788  2.527
C  3.569  -4.485  2.097
C  2.284  -4.020  1.862
H  3.101  -2.726  -2.925
H  3.784  -2.316  -6.310
H  2.622  -0.627  -7.712
H  1.031  0.963  -6.670
H  0.652  0.867  -4.205
H  2.803  -0.676  -1.946
H  0.773  -2.512  -2.833
H  1.113  -4.089  -0.647
H  -0.966  -4.681  2.461
H  0.545  -6.811  2.676
H  2.832  -7.636  3.087
H  4.773  -6.149  2.715
H  4.408  -3.816  1.960
H  2.131  -2.982  1.583
S  2.473  -0.188  0.962
C  1.421  0.205  2.270
S  -0.136  -0.582  2.251
C  1.721  1.152  3.226
C  2.934  1.899  3.158
N  3.887  2.539  3.057
C  0.765  1.523  4.219
N  -0.022  1.841  4.997
C  0.864  3.590  -1.875
S  1.493  2.737  -0.430
C  1.613  4.142  0.666
O  0.272  1.985  0.091
H  -0.040  4.133  -1.606
H  0.650  2.801  -2.595
H  1.633  4.254  -2.265
H  2.281  4.875  0.216
H  2.046  3.784  1.598
H  0.615  4.548  0.821
C  -3.501  1.626  -2.290
N  -3.465  1.774  -0.846
C  -2.622  1.063  -0.072
N  -2.722  1.203  1.263
O  -1.805  0.270  -0.594
H  -3.646  2.600  -2.756
H  -4.303  0.958  -2.606
H  -2.553  1.209  -2.616
H  -4.187  2.310  -0.399
H  -3.219  1.983  1.657
H  -1.960  0.823  1.822

**Orbital gap (spin up / spin down)**: 7.05 / 7.18 eV
**Energy above the lowest of the compared OMol25 structures with the same formula, charge and spin**: 0.00 kcal per mole
**Net charge**: 0
**2S+1**: 2
**Calculated total energy**: -6177.8002 a.u.

How positive or negative is each atom? The Löwdin charges in e answer that:
1 Ti 0.679
2 O 0.058
3 C -0.274
4 C -0.013
5 C -0.086
6 C -0.092
7 C -0.028
8 C -0.109
9 C -0.412
10 O -0.305
11 N 0.016
12 N -0.068
13 C -0.177
14 C -0.668
15 Br 0.796
16 C -0.087
17 C -0.220
18 C -0.035
19 C -0.080
20 C -0.078
21 C -0.059
22 C -0.032
23 H 0.080
24 H 0.118
25 H 0.103
26 H 0.098
27 H 0.100
28 H 0.140
29 H 0.145
30 H 0.151
31 H 0.117
32 H 0.114
33 H 0.104
34 H 0.104
35 H 0.110
36 H 0.072
37 S 0.625
38 C -1.094
39 S 0.619
40 C -0.382
41 C -0.268
42 N 0.156
43 C -0.261
44 N 0.144
45 C -0.223
46 S 0.904
47 C -0.217
48 O -0.615
49 H 0.065
50 H 0.038
51 H 0.065
52 H 0.067
53 H 0.029
54 H 0.069
55 C -0.047
56 N 0.036
57 C -0.579
58 N 0.196
59 O -0.133
60 H 0.085
61 H 0.088
62 H 0.084
63 H 0.141
64 H 0.116
65 H 0.013


(2)
Density functional theory data (ωB97M-V/def2-TZVPD) for a 7-piece molecular cluster, C40H81F3NO20PS8Si overall in a non-equilibrium geometry.

CARTESIAN COORDINATES (ANGSTROEM)
C  5.629  -3.724  2.840
C  5.057  -2.830  3.401
C  4.471  -1.613  3.993
C  3.992  -1.965  5.417
C  5.538  -0.474  4.136
C  6.750  -0.613  3.253
O  7.756  -1.164  3.543
F  6.630  -0.016  2.041
O  3.315  -1.165  3.324
C  3.417  -0.945  1.910
P  2.425  -2.296  1.025
C  3.696  -3.356  0.191
C  1.775  -3.328  2.397
C  0.799  -4.367  1.831
C  3.042  0.545  1.516
S  2.796  1.600  3.032
N  4.163  1.260  0.905
S  4.796  0.498  -0.505
C  1.758  0.706  0.652
F  1.877  0.105  -0.558
F  1.680  2.041  0.334
C  0.448  0.254  1.330
C  -0.508  1.387  1.705
Si  -2.009  0.893  2.736
C  -1.606  1.364  4.522
C  -3.568  1.840  2.241
C  -2.390  -0.973  2.746
C  -2.216  -1.876  1.698
C  -2.532  -3.228  1.848
C  -3.048  -3.712  3.035
C  -3.261  -2.828  4.094
C  -2.916  -1.497  3.940
H  6.113  -4.609  2.503
H  4.861  -2.271  5.999
H  3.573  -1.064  5.867
H  3.262  -2.770  5.382
H  5.931  -0.441  5.146
H  5.030  0.464  3.909
H  4.457  -1.074  1.602
H  3.323  -3.557  -0.809
H  3.831  -4.283  0.746
H  4.631  -2.799  0.121
H  2.565  -3.846  2.948
H  1.238  -2.696  3.105
H  1.309  -5.143  1.259
H  0.242  -4.829  2.647
H  0.074  -3.898  1.164
H  1.864  0.907  3.696
H  4.919  1.278  1.580
H  4.100  1.162  -1.441
H  0.683  -0.393  2.177
H  -0.038  -0.376  0.586
H  -0.866  1.870  0.793
H  0.006  2.163  2.275
H  -0.823  0.730  4.947
H  -1.247  2.396  4.509
H  -2.475  1.308  5.178
H  -3.694  2.705  2.886
H  -3.503  2.121  1.191
H  -4.408  1.153  2.349
H  -1.818  -1.538  0.749
H  -2.344  -3.892  1.012
H  -3.257  -4.770  3.134
H  -3.663  -3.210  5.023
H  -3.052  -0.850  4.800
C  7.111  -1.999  -6.174
C  8.159  -2.235  -5.108
O  8.407  -1.056  -4.305
S  7.334  -0.682  -3.197
C  8.310  0.479  -2.307
O  7.089  -1.833  -2.382
O  6.236  0.004  -3.808
H  6.127  -1.837  -5.738
H  7.046  -2.863  -6.836
H  7.357  -1.119  -6.768
H  7.887  -3.065  -4.453
H  9.122  -2.471  -5.557
H  9.158  -0.040  -1.869
H  7.671  0.895  -1.531
H  8.635  1.258  -2.992
C  -0.640  -7.542  -3.984
C  -0.930  -8.656  -3.000
O  0.219  -8.988  -2.187
S  0.576  -8.011  -0.986
C  1.705  -9.074  -0.156
O  -0.593  -7.825  -0.180
O  1.285  -6.877  -1.491
H  -0.468  -6.595  -3.474
H  -1.488  -7.419  -4.659
H  0.250  -7.769  -4.570
H  -1.772  -8.413  -2.350
H  -1.172  -9.578  -3.525
H  1.169  -9.950  0.197
H  2.112  -8.511  0.681
H  2.497  -9.349  -0.847
C  -0.254  7.260  0.110
C  -0.424  6.788  1.539
O  -1.726  7.111  2.078
S  -2.951  6.205  1.627
C  -4.097  6.735  2.847
O  -2.602  4.832  1.840
O  -3.408  6.628  0.339
H  -0.901  6.708  -0.571
H  0.779  7.114  -0.205
H  -0.507  8.317  0.023
H  -0.250  5.715  1.632
H  0.280  7.296  2.195
H  -3.734  6.440  3.828
H  -5.043  6.245  2.627
H  -4.210  7.814  2.780
C  -8.340  -0.251  -2.007
C  -8.600  -1.357  -1.006
O  -7.440  -1.660  -0.203
S  -7.089  -0.661  0.984
C  -5.913  -1.648  1.818
O  -8.264  -0.493  1.784
O  -6.403  0.474  0.444
H  -8.177  0.705  -1.511
H  -9.196  -0.151  -2.676
H  -7.452  -0.472  -2.599
H  -9.440  -1.119  -0.351
H  -8.833  -2.289  -1.518
H  -6.443  -2.527  2.183
H  -5.508  -1.084  2.654
H  -5.099  -1.937  1.159
C  -7.395  12.810  4.199
C  -7.870  11.374  4.286
O  -7.984  10.750  2.987
S  -6.647  10.269  2.279
C  -7.385  9.265  1.039
O  -5.916  9.444  3.197
O  -6.002  11.385  1.664
H  -6.365  12.869  3.851
H  -7.453  13.275  5.183
H  -8.013  13.376  3.503
H  -7.217  10.770  4.919
H  -8.873  11.327  4.704
H  -7.901  8.436  1.518
H  -6.579  8.900  0.406
H  -8.074  9.876  0.462
C  3.320  -4.917  -9.228
C  2.469  -3.828  -9.849
O  2.231  -2.729  -8.944
S  3.412  -1.687  -8.726
C  2.468  -0.433  -7.934
O  3.862  -1.228  -10.005
O  4.353  -2.223  -7.792
H  4.338  -4.573  -9.051
H  3.360  -5.778  -9.896
H  2.904  -5.230  -8.271
H  2.910  -3.447  -10.771
H  1.478  -4.209  -10.088
H  1.732  -0.052  -8.637
H  3.163  0.351  -7.644
H  1.992  -0.858  -7.055

**Orbital gap**: 8.23 eV
**Structure (SMILES)**: C#C[C@@](C)(CC(=O)F)O[C@@H](P(C)CC)[C@@](S)(NS)C(F)(F)CC[Si](C)(C)c1ccccc1.CCOS(C)(=O)=O.CCOS(C)(=O)=O.CCOS(C)(=O)=O.CCOS(C)(=O)=O.CCOS(C)(=O)=O.CCOS(C)(=O)=O
**Net charge**: 0
**2S+1**: 1
**Calculated total energy**: -7248.1005 a.u.

Atomic partial charges in e from the Löwdin method, atoms 1 to 99:
1 C 0.168
2 C -0.059
3 C -0.509
4 C 0.009
5 C -0.004
6 C -0.453
7 O 0.175
8 F 0.071
9 O -0.197
10 C -0.406
11 P 1.041
12 C -0.255
13 C -0.413
14 C -0.159
15 C -0.674
16 S 0.907
17 N -0.414
18 S 0.830
19 C -0.573
20 F 0.017
21 F 0.038
22 C -0.188
23 C -0.228
24 Si 0.617
25 C -0.180
26 C -0.150
27 C -0.237
28 C -0.101
29 C -0.112
30 C -0.091
31 C -0.087
32 C -0.117
33 H 0.052
34 H 0.096
35 H 0.097
36 H 0.090
37 H 0.133
38 H 0.082
39 H 0.070
40 H 0.029
41 H 0.025
42 H 0.024
43 H 0.065
44 H 0.073
45 H 0.057
46 H 0.071
47 H 0.042
48 H -0.106
49 H 0.024
50 H -0.103
51 H 0.090
52 H 0.096
53 H 0.088
54 H 0.058
55 H 0.031
56 H 0.032
57 H 0.026
58 H 0.020
59 H 0.036
60 H 0.008
61 H 0.100
62 H 0.105
63 H 0.104
64 H 0.102
65 H 0.089
66 C -0.082
67 C -0.245
68 O -0.263
69 S 0.537
70 C -0.122
71 O -0.285
72 O -0.286
73 H 0.063
74 H 0.080
75 H 0.089
76 H 0.113
77 H 0.120
78 H 0.077
79 H 0.043
80 H 0.076
81 C -0.072
82 C -0.249
83 O -0.264
84 S 0.553
85 C -0.120
86 O -0.278
87 O -0.277
88 H 0.072
89 H 0.081
90 H 0.085
91 H 0.114
92 H 0.121
93 H 0.075
94 H 0.075
95 H 0.076
96 C -0.071
97 C -0.247
98 O -0.260
99 S 0.569


(3)
Density functional theory data (ωB97M-V/def2-TZVPD) for C29H39O3S2SiTeTi as an isolated structure in a non-equilibrium geometry.

CARTESIAN COORDINATES (ANGSTROEM)
Ti  0.422  -0.243  0.078
C  -1.598  1.993  -0.890
C  -0.342  1.583  -0.150
O  -0.583  0.864  1.015
H  -2.281  1.146  -0.983
H  -1.363  2.363  -1.888
H  -2.116  2.788  -0.349
C  2.836  -2.337  2.137
S  2.947  -2.388  0.335
C  1.990  -3.896  0.090
O  2.014  -1.284  -0.162
H  3.262  -3.254  2.541
H  1.789  -2.239  2.407
H  3.406  -1.479  2.493
H  2.578  -4.742  0.444
H  1.798  -3.996  -0.976
H  1.048  -3.813  0.629
C  -4.245  0.840  -5.949
C  -3.515  0.157  -4.827
C  -4.160  -0.711  -3.959
C  -3.490  -1.346  -2.918
C  -4.253  -2.279  -2.016
C  -2.126  -1.101  -2.743
Te  -1.107  -2.073  -1.126
C  -1.443  -0.265  -3.633
C  0.046  -0.059  -3.567
C  -2.153  0.364  -4.647
H  -5.299  0.568  -5.958
H  -3.811  0.562  -6.911
H  -4.170  1.925  -5.857
H  -5.215  -0.914  -4.101
H  -5.285  -2.373  -2.348
H  -4.249  -1.910  -0.988
H  -3.796  -3.270  -2.016
H  0.361  0.301  -2.584
H  0.363  0.667  -4.314
H  0.570  -0.998  -3.760
H  -1.625  1.019  -5.333
O  -0.106  -1.480  1.767
S  -1.594  -1.203  2.069
C  -2.166  -2.833  2.686
C  -2.252  -2.771  4.213
C  -1.284  -1.682  4.671
C  -1.565  -0.507  3.750
H  -1.428  -3.550  2.330
H  -3.120  -3.053  2.211
H  -2.029  -3.735  4.668
H  -3.263  -2.486  4.508
H  -0.248  -2.006  4.552
H  -1.444  -1.422  5.717
H  -0.830  0.295  3.773
H  -2.562  -0.092  3.918
C  4.743  0.652  -1.962
C  4.668  0.684  -0.578
C  3.607  1.323  0.050
C  2.593  1.931  -0.695
C  2.702  1.905  -2.091
C  3.761  1.275  -2.722
Si  1.104  2.817  0.100
C  1.570  3.064  1.912
C  1.605  1.997  2.821
C  1.986  2.190  4.139
C  2.329  3.456  4.590
C  2.306  4.524  3.707
C  1.943  4.324  2.383
H  5.574  0.153  -2.445
H  5.458  0.231  0.010
H  3.599  1.389  1.133
H  1.955  2.418  -2.689
H  3.838  1.291  -3.802
H  0.880  4.089  -0.607
H  1.328  1.003  2.499
H  2.011  1.349  4.824
H  2.608  3.604  5.625
H  2.568  5.519  4.044
H  1.947  5.167  1.702

**Orbital gap**: 7.18 eV
**Energy above the lowest of the compared OMol25 structures with the same formula, charge and spin**: 0.00 kcal per mole
**Net charge**: +1
**2S+1**: 1
**Calculated total energy**: -3557.3399 a.u.

How positive or negative is each atom? The Löwdin charges in e answer that:
1 Ti 0.678
2 C -0.078
3 C -0.584
4 O -0.387
5 H 0.071
6 H 0.081
7 H 0.086
8 C -0.206
9 S 0.988
10 C -0.233
11 O -0.665
12 H 0.074
13 H 0.031
14 H 0.066
15 H 0.072
16 H 0.058
17 H 0.040
18 C -0.043
19 C -0.259
20 C -0.008
21 C -0.321
22 C -0.099
23 C -0.473
24 Te 1.127
25 C -0.322
26 C -0.080
27 C -0.014
28 H 0.076
29 H 0.085
30 H 0.084
31 H 0.118
32 H 0.078
33 H 0.063
34 H 0.062
35 H 0.021
36 H 0.083
37 H 0.087
38 H 0.122
39 O -0.686
40 S 0.945
41 C -0.279
42 C -0.216
43 C -0.227
44 C -0.278
45 H 0.093
46 H 0.094
47 H 0.120
48 H 0.119
49 H 0.112
50 H 0.123
51 H 0.090
52 H 0.112
53 C -0.069
54 C -0.094
55 C -0.114
56 C -0.292
57 C -0.108
58 C -0.065
59 Si 0.794
60 C -0.266
61 C -0.122
62 C -0.082
63 C -0.075
64 C -0.072
65 C -0.092
66 H 0.110
67 H 0.108
68 H 0.099
69 H 0.106
70 H 0.111
71 H 0.027
72 H 0.072
73 H 0.103
74 H 0.108
75 H 0.109
76 H 0.101


(4)
Density functional theory data (ωB97M-V/def2-TZVPD) for an isolated molecule of CH5NS in a non-equilibrium geometry.

CARTESIAN COORDINATES (ANGSTROEM)
C  -0.978  0.644  0.043
S  0.746  0.732  -0.464
N  1.471  -0.211  0.856
H  -0.921  -0.151  0.739
H  -1.729  0.505  -0.583
H  -1.187  1.499  0.627
H  1.924  -0.915  0.342
H  2.158  0.346  1.303

**Orbital gap**: 9.65 eV
**Structure (SMILES)**: CSN
**Energy above the lowest of the compared OMol25 structures with the same formula, charge and spin**: 5.12 kcal per mole
**Net charge**: 0
**2S+1**: 1
**Calculated total energy**: -494.0017 a.u.

How positive or negative is each atom? The Löwdin charges in e answer that:
1 C -0.404
2 S 0.733
3 N -0.305
4 H 0.012
5 H -0.020
6 H 0.014
7 H -0.024
8 H -0.006